(1)
Computed, not measured: 2 unconnected molecules or ions with the total composition C5H12NO at a distorted geometry, with ωB97M-V with the def2-TZVPD basis set.

Values from the calculation:
**Lowest unoccupied orbital energy (alpha / beta)**: 1.05 / -1.74 eV
**HOMO-LUMO gap (alpha / beta)**: 10.6917 / 7.9126 eV
**ΔE to the lowest compared entry with this formula, charge and spin**: 1.433 eV
**Multiplicity**: 2
**Total charge**: 0
**DFT total energy**: -327.57441 Eh

Geometry as XYZ:
```
19
Properties=species:S:1:pos:R:3:lowdin_spin:R:1
C -0.9118 -0.7277 0.2580 0.101
O -0.2155 -0.6236 -0.9084 0.793
C -2.2949 -0.0403 0.1799 0.000
C -2.1611 1.4353 -0.1771 0.001
H -0.3423 -0.3519 1.1282 0.043
H -1.1056 -1.7778 0.5523 0.039
H -2.7822 -0.1631 1.1522 0.000
H -2.8411 -0.4905 -0.6522 0.000
H -3.0920 1.9797 -0.0474 0.000
H -1.8061 1.5073 -1.2120 0.000
H -1.3033 1.9220 0.3100 0.000
C 2.7657 -1.2587 -0.0951 0.000
C 1.8984 0.8790 0.0517 0.014
N 2.6096 -0.0029 0.6205 0.005
H 3.7530 -1.6917 0.0346 0.000
H 2.5489 -1.1920 -1.1701 0.000
H 2.0227 -1.9539 0.3160 0.000
H 1.8482 1.8307 0.5691 0.001
H 1.4095 0.7200 -0.9103 0.005
```

(2)
Computed, not measured: a single C7H12P2 molecule at a distorted geometry, with ωB97M-V with the def2-TZVPD basis set.

Values from the calculation:
**Lowest unoccupied orbital energy**: -0.43 eV
**HOMO-LUMO gap**: 7.5893 eV
**ΔE to the lowest compared entry with this formula, charge and spin**: 1.639 eV
**Structure (SMILES)**: CC1=P#P(C)C(C)=C1C
**Total charge**: 0
**DFT total energy**: -956.51674 Eh

Geometry as XYZ:
```
21
Properties=species:S:1:pos:R:3:lowdin_charge:R:1
C 0.4474 -0.4058 -0.5020 -0.356
C -0.3775 0.6252 -0.7967 -0.540
C -0.1111 -1.7534 -0.2460 -0.652
C 1.9102 -0.1115 -0.2858 -0.062
C -0.0268 2.0279 -0.9226 -0.124
C 0.7802 -2.8895 0.1296 -0.189
C -3.1913 0.5835 1.0694 -0.181
P -1.8074 -1.8959 -0.4146 0.689
P -2.1659 0.1717 -0.9253 0.725
H 2.1404 0.3329 0.6672 0.080
H 2.3499 0.5386 -0.9870 0.053
H 2.6836 -0.9513 -0.3373 0.093
H 0.2587 2.5234 0.1610 0.157
H -0.8163 2.5463 -1.2421 0.008
H 0.7783 2.1176 -1.5078 0.028
H 0.1338 -3.8622 0.2632 0.083
H 1.3265 -2.8895 1.1783 0.106
H 1.6745 -2.9180 -0.6334 0.099
H -3.2386 1.6747 1.2855 0.011
H -2.5593 0.0961 1.8756 0.022
H -4.0912 0.1127 0.8869 -0.053
```

(3)
Computed, not measured: 3 unconnected molecules or ions with the total composition CH2F2INO2S at a distorted geometry, with ωB97M-V with the def2-TZVPD basis set.

Values from the calculation:
**Lowest unoccupied orbital energy**: -0.50 eV
**HOMO-LUMO gap**: 9.4816 eV
**ΔE to the lowest compared entry with this formula, charge and spin**: 0.216 eV
**Total charge**: 0
**DFT total energy**: -1140.11622 Eh

Geometry as XYZ:
```
10
Properties=species:S:1:pos:R:3:lowdin_charge:R:1
C 0.5739 1.5043 4.0645 -0.553
N 0.8531 0.0144 0.4842 -0.368
O 0.0900 2.2035 3.2435 0.196
O 1.8760 -2.0368 -0.5911 -0.509
F 1.8288 1.0963 4.0038 0.162
F -0.0372 0.8164 5.0145 0.179
S 0.7197 -1.1758 -0.3840 0.768
I -0.2933 2.1925 -2.1152 0.431
H 1.7368 0.4834 0.9230 0.088
H -0.0153 2.3242 -0.5825 -0.394
```

(4)
Computed, not measured: 2 unconnected molecules or ions with the total composition C18H15BCl2N3O5S at a distorted geometry, with ωB97M-V with the def2-TZVPD basis set.

Values from the calculation:
**Lowest unoccupied orbital energy**: 1.03 eV
**HOMO-LUMO gap**: 4.8094 eV
**Total charge**: -1
**DFT total energy**: -2578.82731 Eh

Geometry as XYZ:
```
45
Properties=species:S:1:pos:R:3:lowdin_charge:R:1
C 3.8322 0.9053 1.7755 -0.069
C 2.4635 0.3142 2.2777 -0.232
O 1.3688 1.0475 1.6800 -0.082
C 0.2611 0.2550 1.4453 -0.135
C -0.1959 0.0381 0.0499 -0.037
C 0.6222 0.7854 -1.0488 -0.132
O 0.7083 0.0955 -2.3096 -0.131
C 0.4515 1.0899 -3.3038 -0.281
C -0.8267 1.2532 -3.9757 -0.061
C -1.0637 2.3183 -4.9647 -0.100
C 0.0168 3.2587 -5.2684 -0.091
C 1.3244 3.0746 -4.5972 -0.255
C 1.5320 2.0092 -3.6251 -0.065
C -1.3695 -0.8104 -0.1529 -0.447
Cl -2.0138 -1.1207 -1.7766 0.749
C -2.0464 -1.4180 0.9781 -0.065
C -1.5733 -1.1586 2.3593 0.001
C -0.4151 -0.3347 2.6210 -0.116
N 0.0189 -0.0887 4.0093 0.118
C -0.6208 0.9140 4.3551 -0.716
S -1.4738 2.1085 5.0003 0.747
C -2.5544 -1.9266 3.3063 -0.327
O -2.8380 -1.6941 4.4358 0.167
N -3.0703 -2.9607 2.4141 0.159
B -2.0740 -4.0196 2.0662 -0.598
N -0.7747 -4.1778 2.7530 0.168
O -2.3598 -4.9140 0.9822 0.101
C -3.2818 -2.3736 1.0755 -0.361
O -4.1736 -2.5827 0.3233 0.167
H 4.7106 0.5155 2.3442 0.075
H 3.9647 0.6957 0.6762 0.081
H 3.8342 2.0217 1.8950 0.088
H 2.4007 0.4961 3.3910 0.113
H 2.3947 -0.7988 2.1419 0.133
H 1.6739 0.9117 -0.6580 0.134
H 0.2233 1.8244 -1.2057 0.161
H -1.6843 0.5808 -3.7664 0.040
H -2.0473 2.4540 -5.4733 0.083
H -0.1525 4.0872 -5.9869 0.084
H 2.1827 3.7990 -4.8161 -0.077
H 2.5042 1.8901 -3.1034 0.099
H -0.4658 -5.1334 2.5326 0.079
H -0.0892 -3.5867 2.2594 0.085
H -1.9095 -4.5646 0.1880 0.114
Cl 2.5853 4.9202 -3.3036 -0.367
```

(5)
Computed, not measured: a molecular structure, C21H29ClN7OS2 at a distorted geometry, with ωB97M-V with the def2-TZVPD basis set.

Values from the calculation:
**Lowest unoccupied orbital energy**: -4.52 eV
**HOMO-LUMO gap**: 7.5984 eV
**Total charge**: +1
**DFT total energy**: -2532.31639 Eh

Geometry as XYZ:
```
61
Properties=species:S:1:pos:R:3:lowdin_charge:R:1
S 3.4079 -3.1853 3.3805 0.497
S 1.3018 -3.0115 3.3071 0.396
Cl 0.8772 -1.1561 3.8747 0.429
C 0.9564 -3.2436 1.4808 -0.421
O 0.5004 -2.1271 0.8257 -0.090
C 1.4809 -1.1209 0.6565 -0.300
C 2.8097 -1.3272 0.3255 -0.043
C 3.6687 -0.2495 0.2247 -0.056
C 3.1921 1.0284 0.4791 -0.068
C 1.8701 1.2669 0.8089 -0.054
C 1.0275 0.1635 0.8896 -0.073
H 3.8047 -1.8963 3.3931 -0.145
H 1.8625 -3.6836 1.0578 0.066
H 0.1778 -3.9990 1.4320 0.100
H 3.1607 -2.3344 0.1340 0.098
H 4.7068 -0.4008 -0.0283 0.116
H 3.8610 1.8751 0.3991 0.113
H 1.4584 2.2457 0.9992 0.106
H -0.0134 0.3076 1.1513 0.121
C -3.2874 -3.8357 4.4658 -0.046
C -1.9511 -3.6534 3.9387 -0.145
N -0.8903 -3.5145 3.5230 0.005
H -3.9662 -3.0735 4.0854 0.104
H -3.6943 -4.8051 4.1869 0.078
H -3.2985 -3.7717 5.5525 0.088
C -1.0735 1.7001 -1.9019 -0.059
C -0.9330 2.9136 -1.1241 -0.262
N -0.7857 3.8502 -0.4780 0.155
H -2.0880 1.3082 -1.8431 0.091
H -0.8500 1.8545 -2.9569 0.076
H -0.3950 0.9289 -1.5362 0.064
C -4.9036 -7.2268 6.1050 -0.061
C -5.3805 -5.8520 6.1365 -0.282
N -5.7625 -4.7705 6.1662 0.146
H -4.6681 -7.5798 7.1076 0.089
H -5.6575 -7.8904 5.6847 0.089
H -4.0028 -7.3172 5.4985 0.078
C -0.1499 6.1895 1.7942 -0.097
C 0.5970 6.3745 3.0292 -0.290
N 1.1828 6.5159 4.0055 0.119
H -0.2894 7.1345 1.2713 0.083
H 0.3657 5.5118 1.1188 0.039
H -1.1351 5.7700 1.9885 0.076
C -1.3369 4.7733 -5.1711 -0.100
C -2.2302 3.6253 -5.1895 -0.286
N -2.9335 2.7176 -5.2030 0.116
H -1.8984 5.7053 -5.2444 0.088
H -0.7568 4.8108 -4.2520 0.069
H -0.6311 4.7455 -5.9971 0.018
C 2.5268 5.7674 -8.1257 -0.058
C 1.8643 5.2890 -6.9232 -0.230
N 1.3396 4.9137 -5.9734 0.137
H 2.6097 4.9734 -8.8661 0.087
H 1.9721 6.5892 -8.5756 0.087
H 3.5307 6.1234 -7.9010 0.087
C 1.1147 -4.0449 -2.4753 -0.060
C 2.2927 -4.5425 -1.7794 -0.283
N 3.2200 -4.9289 -1.2241 0.142
H 0.2323 -4.0950 -1.8387 0.079
H 1.2510 -3.0075 -2.7780 0.087
H 0.9148 -4.6317 -3.3703 0.089
```

(6)
Computed, not measured: a single C3H7NOS molecule at a distorted geometry, with ωB97M-V with the def2-TZVPD basis set.

Values from the calculation:
**Lowest unoccupied orbital energy**: 0.36 eV
**HOMO-LUMO gap**: 9.4327 eV
**ΔE to the lowest compared entry with this formula, charge and spin**: 1.277 eV
**Structure (SMILES)**: CNCC(O)=S
**Total charge**: 0
**DFT total energy**: -646.66504 Eh

Geometry as XYZ:
```
13
Properties=species:S:1:pos:R:3:lowdin_charge:R:1
C -1.3017 -1.2895 -0.1283 -0.161
C -0.0503 0.7767 0.6083 -0.201
C 1.2377 0.6727 -0.2031 -0.865
H -0.3396 -1.7484 -0.4093 0.041
H -1.6975 -1.8074 0.7584 0.074
H -2.0221 -1.4479 -0.9774 0.097
H -1.2445 0.4804 -0.9578 0.063
H -0.2347 1.7925 0.8714 0.111
H 0.1637 0.2573 1.5746 0.143
H 3.0084 0.9393 0.0710 0.076
N -1.2199 0.1545 -0.0223 -0.141
O 2.2080 1.2515 0.4601 0.020
S 1.4924 -0.0317 -1.6457 0.744
```